{"formula": "C2H8N5O3S", "method": "ωB97M-V with the def2-TZVPD basis set", "species": ["N", "C", "N", "N", "N", "C", "N", "S", "O", "O", "O", "H", "H", "H", "H", "H", "H", "H", "H"], "positions_angstrom": [[0.2001, -1.7892, 1.0766], [-0.8442, -0.9910, 1.1016], [-1.9849, -1.1611, 1.8436], [-1.1095, 0.0292, 0.2678], [-0.1490, 0.4284, -0.6508], [-0.3100, 0.1742, -1.9255], [0.3862, 0.6641, -2.8745], [1.3112, 1.1954, 0.1302], [1.9187, 2.1222, -0.7534], [2.1615, 0.0454, 0.4539], [0.7419, 1.8136, 1.4984], [1.0949, -1.3305, 0.9024], [0.2094, -2.6235, 1.6722], [-2.7455, -0.5492, 1.6341], [-1.9811, -2.0545, 2.2886], [-1.2652, -0.4210, -2.0710], [1.1427, 1.2634, -2.4719], [0.2641, 0.4311, -3.8047], [0.9585, 2.7530, 1.6824]], "total_charge": 1, "e_above_lowest_kcal_mol": 56.1, "smiles": "NC(N)=NN(C=[NH2+])S(=O)(=O)O", "homo_energy_ha": -0.47869}

{"formula": "C2H8N5OS", "method": "ωB97M-V with the def2-TZVPD basis set", "species": ["C", "C", "N", "N", "N", "N", "N", "O", "S", "H", "H", "H", "H", "H", "H", "H", "H"], "positions_angstrom": [[2.2673, 0.1787, -0.0402], [-2.8306, -0.3295, 0.0790], [3.5402, 0.3733, -0.4438], [1.8474, -1.0847, 0.1150], [-4.0760, -0.5810, -0.2991], [-2.3877, 0.9620, -0.3513], [1.4711, 1.1694, 0.2331], [-2.0835, -1.0541, 0.7030], [-1.0295, 1.4453, 0.2648], [4.2073, -0.3805, -0.4411], [3.9095, 1.3079, -0.5025], [2.4593, -1.8603, -0.0605], [0.9099, -1.2840, 0.4178], [-4.6114, 0.1058, -0.8065], [-4.5154, -1.4431, -0.0178], [1.7931, 2.0973, 0.0034], [-0.8709, 0.3776, 1.1466]], "total_charge": 1, "e_above_lowest_kcal_mol": 19.0, "homo_energy_ha": [-0.49024, -0.49033]}

{"formula": "C2H8N5S2", "method": "ωB97M-V with the def2-TZVPD basis set", "species": ["C", "C", "N", "N", "N", "N", "N", "S", "S", "H", "H", "H", "H", "H", "H", "H", "H"], "positions_angstrom": [[0.6373, 1.3267, 2.5300], [0.1328, -0.3946, -1.6672], [0.3371, 0.4875, 1.7996], [-0.8944, -2.2066, -0.3991], [0.8955, 2.4644, 3.1315], [-0.5640, -1.7889, 0.7201], [-0.6654, -1.6212, -1.4735], [-1.1316, 0.9501, -1.8805], [1.1145, -0.4073, -3.2081], [0.5039, 2.5531, 4.0670], [0.4883, 3.2190, 2.5937], [-0.2424, -0.7321, 1.0013], [-0.7180, -2.3926, 1.5244], [-1.2354, -1.9876, -2.2546], [0.6349, -0.0372, -0.7271], [-1.6016, 0.4106, -3.0669], [2.3086, 0.1566, -2.6906]], "total_charge": 1, "e_above_lowest_kcal_mol": 20.2, "homo_energy_ha": -0.45967}